C9H16N3 | ωB97M-V/def2-TZVPD

## Properties
Highest occupied orbital energy: -12.320 eV
Net charge: +1
Calculated total energy: -14057.6470 eV
ΔE to the lowest compared entry with this formula, charge and spin: 10.5 kcal per mole
Gap between HOMO and LUMO: 9.6 eV

Each line ends with the Mulliken charge.
Cartesian coordinates (Å):
H (-1.3454, -2.1230, 2.6050)  0.461
N (-2.0730, 0.2941, -0.0719)  -0.301
N (-2.3186, 1.0393, -2.2200)  -0.431
H (-2.7125, 0.1754, -2.5623)  0.258
C (2.2949, 0.5535, 1.4198)  -1.275
C (0.2234, -0.7843, 1.9792)  -0.454
N (-0.5123, 1.7394, -0.8834)  -0.079
H (-0.0108, 0.0017, 2.6989)  0.347
H (-2.9978, -0.1030, -0.0254)  0.206
H (2.6649, 0.4351, 2.4432)  0.375
H (-0.7938, -3.8289, 0.8614)  0.448
C (0.1760, 2.5268, -1.9044)  -0.926
C (-1.6135, 1.0394, -1.0769)  0.806
H (-2.0205, 1.6595, -2.9551)  0.190
C (-0.2685, -2.8932, 0.9636)  -0.328
H (1.0687, -3.4814, -0.6180)  0.399
H (-1.4706, 0.1637, 0.7355)  0.079
H (1.1818, 2.1539, -2.0932)  0.301
H (3.1576, 0.4867, 0.7593)  0.364
H (2.5055, -1.4287, -0.3819)  0.377
H (1.7803, 1.5117, 1.3762)  0.311
H (0.2530, 3.5452, -1.5618)  0.333
C (-0.5930, -1.9071, 1.8799)  -0.478
C (1.6052, -1.5807, 0.2025)  -0.490
H (-0.0384, 1.6180, -0.0042)  0.120
C (0.8252, -2.7199, 0.1157)  -0.683
C (1.3553, -0.6138, 1.1864)  0.722
H (-0.3229, 2.5209, -2.8682)  0.349

Atomic forces in eV per Å
-0.6407 0.2654 0.2895
0.4915 0.0567 0.3484
0.3300 0.4780 -0.5443
-0.1625 0.0299 0.3570
-0.2004 -0.9599 0.4571
-0.1839 0.5645 0.2890
0.0861 0.2339 -0.9294
0.0554 -0.2771 0.1654
0.0914 0.1088 -0.3284
0.0901 0.2790 -0.0974
-0.3657 0.0084 0.3036
0.3920 -0.1078 -0.0031
-0.6877 -0.8837 0.5433
-0.0699 -0.0428 0.0163
0.5405 -0.0751 -0.6547
-0.0215 0.0372 0.1071
-0.1971 -0.2432 -0.1188
-0.0073 -0.1640 0.1958
-0.1195 0.3287 -0.1056
-0.1182 -0.2983 -0.2688
0.1722 0.1903 -0.1505
-0.0241 0.3915 0.0190
0.8153 -0.4837 -0.0929
0.5044 0.5422 0.6927
-0.0314 0.0613 0.1824
-0.1689 0.1177 -0.2265
-0.3661 -0.1160 -0.5830
-0.2040 -0.0419 0.1368